No. 1
C38H41N3O5 | ωB97M-V/def2-TZVPD

Element x y z (Å)
C: -6.3402 3.7114 -2.0565
O: -6.3656 2.2806 -2.2409
C: -5.6826 1.4884 -1.3784
C: -5.8161 0.0793 -1.5348
C: -5.2297 -0.7622 -0.6237
C: -4.4434 -0.2757 0.4608
C: -3.8250 -1.2437 1.3223
C: -3.0695 -1.0767 2.4463
C: -2.1896 -2.1600 3.0066
N: -1.6481 -3.1256 2.0021
C: -0.3891 -2.9833 1.5298
C: 0.1445 -3.8996 0.6508
C: -0.6416 -4.9875 0.2173
N: -0.1602 -5.8994 -0.7052
C: -1.1427 -6.5644 -1.5578
C: -0.5195 -7.6704 -2.4066
O: 0.7154 -7.2849 -3.0132
C: 1.6684 -6.8511 -2.0394
C: 1.1667 -5.6481 -1.2520
C: -1.9281 -5.1390 0.7771
C: -2.4133 -4.1762 1.6343
C: -3.2928 0.0666 3.3602
C: -2.1348 0.5276 4.2039
O: -4.4099 0.5767 3.5227
C: -4.2695 1.1243 0.5595
C: -4.8706 1.9912 -0.3343
H: -7.0746 4.0815 -2.7716
H: -6.6279 3.9912 -1.0352
H: -5.3480 4.1208 -2.2858
H: -6.3980 -0.2928 -2.3775
H: -5.3654 -1.8411 -0.7199
H: -3.8935 -2.2660 0.9445
H: -1.3276 -1.7149 3.5133
H: -2.7504 -2.7423 3.7613
H: 0.1599 -2.1174 1.8968
H: 1.1575 -3.7276 0.2993
H: -1.9231 -7.0196 -0.9377
H: -1.6230 -5.8423 -2.2494
H: -0.3756 -8.5590 -1.7586
H: -1.1776 -7.8966 -3.2596
H: 1.9095 -7.6585 -1.3180
H: 2.5480 -6.5646 -2.6344
H: 1.1637 -4.7705 -1.9284
H: 1.8710 -5.4677 -0.4301
H: -2.5684 -5.9925 0.5725
H: -3.4103 -4.2087 2.0754
H: -1.1630 0.1476 3.8696
H: -2.0728 1.6238 4.1690
H: -2.3084 0.1848 5.2382
H: -3.6632 1.5348 1.3583
H: -4.7374 3.0667 -0.2106
C: -8.1919 0.1139 5.2921
C: -7.7465 0.9566 4.1145
O: -6.7663 1.8908 4.6352
C: -5.8952 2.4858 3.7837
C: -4.8026 3.0227 4.6354
N: -4.1073 4.0569 4.3124
C: -3.0884 4.6503 4.9297
C: -2.6857 5.9570 4.3822
C: -1.3475 6.4088 4.4304
C: -1.0381 7.7299 4.1027
C: -2.0550 8.6040 3.6930
C: -3.3789 8.1437 3.5959
C: -3.6789 6.8029 3.8605
C: -2.3827 4.0903 6.0960
C: -1.5973 4.9113 6.9508
C: -0.8444 4.3597 7.9850
C: -0.8688 2.9821 8.2222
C: -1.7133 2.1745 7.4569
C: -2.4785 2.7278 6.4335
O: -6.0158 2.5848 2.5800
H: -8.9602 -0.5863 4.9513
H: -7.3583 -0.4619 5.7182
H: -8.6212 0.7303 6.0940
H: -7.2738 0.3421 3.3366
H: -8.5955 1.5263 3.7092
H: -4.8661 2.6878 5.6811
H: -0.5663 5.7217 4.7672
H: -0.0060 8.0774 4.1934
H: -1.8129 9.6442 3.4589
H: -4.1868 8.8227 3.3225
H: -4.6922 6.4104 3.7434
H: -1.5770 5.9932 6.8042
H: -0.2295 5.0074 8.6071
H: -0.2543 2.5344 9.0013
H: -1.8019 1.1072 7.6476
H: -3.1559 2.0788 5.8851

Output
Energy relative to the best compared isomer or geometry (same formula, charge and spin) (kcal/mol): 20.97
Highest occupied orbital energy (eV): -3.961
Frontier orbital gap (hartree): 0.0790
Lowest unoccupied orbital energy (hartree): -0.0666
Molar mass (g mol⁻¹): 619.76

***

No. 2
C6H8Cl2N2 | ωB97M-V/def2-TZVPD

Element x y z (Å)
N: -0.4813 1.6353 -1.3663
C: -0.7571 0.5173 -0.6050
Cl: -2.3889 0.8459 0.5087
C: -0.8967 -0.7684 -1.1664
C: -0.4758 -1.9628 -0.6332
C: 0.2662 -2.0299 0.5647
C: 0.7483 -0.9087 1.1980
C: 0.5880 0.4931 0.5723
N: 0.5733 1.5475 1.5589
Cl: 2.0367 0.5412 -0.6108
H: 0.2493 2.3228 -1.1794
H: -0.8003 1.6171 -2.3541
H: -1.5865 -0.9804 -2.0710
H: -0.6405 -2.8558 -1.2019
H: 0.5891 -2.9792 0.8298
H: 1.4344 -0.9533 2.0803
H: 0.3614 2.5183 1.4487
H: 1.1806 1.3999 2.4266

Output
Energy relative to the best compared isomer or geometry (same formula, charge and spin) (kcal/mol): 27.52
Highest occupied orbital energy (eV): -8.721
Frontier orbital gap (hartree): 0.3120
Lowest unoccupied orbital energy (hartree): -0.0085
Molar mass (g mol⁻¹): 179.05

***

No. 3
C14H19NO6 | ωB97M-V/def2-TZVPD

Element x y z (Å)
C: -2.4424 1.6769 -2.3626
O: -1.3577 1.7319 -1.4545
C: -0.8575 0.4848 -1.1024
C: 0.3753 0.1200 -1.6191
C: 0.9387 -1.1046 -1.2995
C: 2.3079 -1.4711 -1.8047
C: 3.3336 -1.4047 -0.6567
C: 3.1564 -0.0918 0.0642
O: 3.4187 0.9955 -0.3907
O: 2.6374 -0.2861 1.2746
C: 2.3548 0.8512 2.0876
C: 0.9992 1.4742 1.7110
N: 1.0464 2.2348 0.6085
O: 0.0060 1.2986 2.3819
C: 0.2442 -1.9476 -0.4529
C: -0.9853 -1.5939 0.1014
O: -1.5174 -2.5382 0.9171
C: -2.5257 -2.2022 1.8486
C: -1.5605 -0.3547 -0.2292
O: -2.8079 -0.0155 0.2480
C: -2.9024 1.1930 0.9929
H: -2.7662 2.7059 -2.5112
H: -3.2706 1.0819 -1.9683
H: -2.1228 1.2515 -3.3199
H: 0.8819 0.8113 -2.2755
H: 2.3073 -2.4811 -2.2172
H: 2.6057 -0.7723 -2.5871
H: 4.3447 -1.4641 -1.0602
H: 3.1660 -2.2137 0.0521
H: 3.1516 1.5944 1.9771
H: 2.3080 0.4774 3.1110
H: 1.8758 2.2354 0.0303
H: 0.1839 2.5719 0.2070
H: 0.6474 -2.9092 -0.1762
H: -2.6315 -3.0843 2.4803
H: -3.4759 -1.9868 1.3562
H: -2.2290 -1.3488 2.4631
H: -2.0945 1.2638 1.7246
H: -3.8631 1.1433 1.5039
H: -2.8807 2.0732 0.3465

Output
Energy relative to the best compared isomer or geometry (same formula, charge and spin) (kcal/mol): 24.50
Highest occupied orbital energy (eV): -8.285
Frontier orbital gap (hartree): 0.3329
Lowest unoccupied orbital energy (hartree): 0.0285
Molar mass (g mol⁻¹): 297.31

***

No. 4
C6H10O | ωB97M-V/def2-TZVPD

Element x y z (Å)
C: 1.8382 -0.1052 -1.3383
C: 0.8091 0.8314 -0.8640
C: -0.6079 0.3830 -0.9943
C: -1.0441 -0.0149 0.4259
O: -2.3962 -0.2779 0.5970
C: -0.2278 0.5612 1.5312
C: -0.0896 -0.9179 1.1081
H: 2.3040 0.3823 -2.2073
H: 2.6651 -0.1581 -0.6239
H: 1.5495 -1.1182 -1.6454
H: -0.8247 -0.4655 -1.6666
H: -1.2097 1.2496 -1.2968
H: -2.8505 0.5536 0.7822
H: -0.6692 0.6622 2.5074
H: 0.4566 1.3781 1.3280
H: -0.4453 -1.6481 1.8251
H: 0.7424 -1.2956 0.5319

Output
Energy relative to the best compared isomer or geometry (same formula, charge and spin) (kcal/mol): 104.01
Highest occupied orbital energy (eV): -8.037
Frontier orbital gap (hartree): 0.3021
Lowest unoccupied orbital energy (hartree): 0.0067
Molar mass (g mol⁻¹): 98.14

***

No. 5
C4H4OS | ωB97M-V/def2-TZVPD

Element x y z (Å)
S: 1.1109 0.3691 2.4845
C: 0.6646 0.7676 0.4711
C: -0.6396 0.9652 -0.1215
C: -0.5706 0.3370 -1.5306
C: 0.7293 0.0577 -1.7779
O: 1.4994 0.4450 -0.6461
H: 2.0647 -0.5852 2.9788
H: -1.6322 1.4818 0.0317
H: -1.2895 0.3036 -2.3198
H: 1.4033 0.1135 -2.6380

Output
Energy relative to the best compared isomer or geometry (same formula, charge and spin) (kcal/mol): 96.35
Highest occupied orbital energy (eV): -8.677
Frontier orbital gap (hartree): 0.2890
Lowest unoccupied orbital energy (hartree): -0.0299
Molar mass (g mol⁻¹): 100.14

***

No. 6
C69H172N10O22 | ωB97M-V/def2-TZVPD

Element x y z (Å)
C: -0.2982 7.6693 0.9048
C: -0.0760 8.9454 0.0040
C: 1.2900 8.8213 -0.7074
C: 1.5184 9.8180 -1.7982
C: 0.3812 9.7418 -2.7355
C: -1.0568 9.8929 -2.1526
N: -1.1534 8.9816 -1.0095
O: -2.4011 9.2923 -0.3844
C: -1.4160 11.4016 -1.8520
C: -2.0036 9.2962 -3.2196
C: -0.0930 10.2003 0.8636
H: -0.0327 6.7275 0.4240
H: -1.3213 7.5255 1.3283
H: 0.3406 7.8776 1.7278
H: 2.0459 8.9944 0.0963
H: 1.4286 7.7956 -1.1403
H: 2.4605 9.5732 -2.2688
H: 1.5682 10.8264 -1.3029
H: 0.3865 8.7266 -3.1547
H: 0.4335 10.4608 -3.5786
H: -0.5988 11.8682 -1.3198
H: -1.6186 11.9497 -2.8455
H: -2.3320 11.5372 -1.2598
H: -2.9852 9.2840 -2.7064
H: -2.1179 9.9765 -4.0541
H: -1.7808 8.2369 -3.4444
H: 0.1919 11.1712 0.4200
H: 0.6561 10.0964 1.6829
H: -1.0473 10.2792 1.3898
H: -2.9166 8.4746 -0.3903
C: 3.7397 3.2018 -1.0424
C: 3.7048 4.6218 -0.3962
O: 3.4572 4.5583 1.0094
H: 2.8780 2.6195 -0.6863
H: 4.5612 2.5668 -0.7045
H: 3.7582 3.1449 -2.1556
H: 2.8801 5.1271 -0.8934
H: 4.5445 5.2468 -0.6780
H: 4.3284 4.3084 1.4234
C: 1.7072 -2.3036 3.6540
C: 2.6310 -3.5655 3.8197
O: 3.8051 -3.3186 4.5896
H: 1.1891 -2.0678 4.5654
H: 1.0797 -2.4855 2.8285
H: 2.3869 -1.4638 3.3325
H: 2.9307 -3.9496 2.8670
H: 2.0301 -4.2602 4.3419
H: 4.4259 -2.8212 4.0803
C: 4.4574 -4.0675 -4.5978
C: 5.9792 -3.9041 -4.3299
O: 6.1921 -3.1554 -3.0628
H: 3.9820 -3.1194 -4.4472
H: 4.0748 -4.8434 -3.8894
H: 4.3346 -4.4088 -5.6442
H: 6.4965 -3.3640 -5.1850
H: 6.4675 -4.8830 -4.1212
H: 5.9154 -2.2416 -3.1997
C: -12.0785 -3.6247 4.1401
O: -12.0943 -2.6430 3.1463
C: -11.8744 -3.1501 1.8302
C: -10.3879 -3.5674 1.6394
N: -9.6418 -2.2890 1.8182
C: -8.2432 -2.5003 2.3158
C: -7.2648 -2.6425 1.1174
O: -7.6403 -3.7872 0.4590
C: -8.2450 -3.5550 -0.8412
H: -12.3017 -3.1004 5.0672
H: -11.1884 -4.1867 4.2081
H: -12.7665 -4.3791 3.9658
H: -12.2209 -2.4469 1.0186
H: -12.3751 -4.0996 1.6657
H: -10.2372 -4.1119 0.6987
H: -10.1369 -4.3215 2.4033
H: -10.2239 -1.8492 2.4896
H: -8.0953 -3.3709 2.8802
H: -7.8572 -1.6647 2.8933
H: -6.2654 -2.6541 1.5554
H: -7.4520 -1.8425 0.4257
H: -8.8205 -4.4680 -1.0207
H: -7.5503 -3.4379 -1.6258
H: -8.9594 -2.7722 -0.7443
C: -4.2525 6.3183 0.8068
O: -3.7371 6.7620 -0.4136
C: -3.5686 5.6758 -1.3480
C: -2.3227 4.8903 -1.2891
N: -1.1372 5.4839 -2.0363
C: -0.0908 4.5315 -2.0988
C: 1.1132 4.8828 -3.0000
O: 1.6986 6.0206 -2.4063
C: 2.6199 6.7332 -3.1467
H: -3.5047 5.6775 1.3688
H: -5.2154 5.7577 0.6743
H: -4.4809 7.2524 1.3413
H: -3.6276 6.1555 -2.3852
H: -4.4281 4.9984 -1.1637
H: -2.4886 3.9652 -1.7495
H: -2.0902 4.7804 -0.1757
H: -0.8893 6.3777 -1.6175
H: -0.4899 3.6227 -2.5614
H: 0.3218 4.2586 -1.1290
H: 0.6643 5.1763 -3.9254
H: 1.7646 4.0284 -3.1156
H: 3.4076 6.1397 -3.5715
H: 3.0741 7.3591 -2.3843
H: 2.1800 7.2773 -3.9589
C: 1.1375 -6.7422 5.5738
O: 0.2936 -6.8279 4.4646
C: -0.8610 -6.0852 4.5722
C: -1.8762 -6.5695 3.5329
N: -1.3166 -6.4931 2.1872
C: -2.2681 -6.6264 1.0859
C: -2.6742 -5.2750 0.5093
O: -3.6286 -4.6292 1.4168
C: -3.5496 -3.2106 1.2712
H: 0.6735 -7.0596 6.4917
H: 1.4671 -5.7016 5.7054
H: 1.9668 -7.4430 5.3651
H: -0.5750 -4.9877 4.3736
H: -1.2657 -6.1546 5.5614
H: -2.8052 -6.0311 3.6714
H: -2.1352 -7.6205 3.7990
H: -0.4557 -7.0073 2.1210
H: -3.1357 -7.3653 1.3158
H: -1.7316 -7.1512 0.2947
H: -3.1089 -5.3380 -0.5391
H: -1.8392 -4.6393 0.3478
H: -4.0809 -2.8131 2.1484
H: -4.0177 -2.8585 0.3346
H: -2.5050 -2.8576 1.3324
C: -2.9537 -0.6626 -5.0014
O: -3.3561 0.6415 -4.6476
C: -2.4074 1.4313 -3.8688
C: -2.3305 0.9854 -2.4633
N: -3.4802 1.4735 -1.7249
C: -3.5829 0.9403 -0.3965
C: -4.9245 1.2327 0.1981
O: -5.9156 0.6700 -0.6055
C: -7.2242 0.7464 -0.1853
H: -2.8297 -1.2885 -4.0750
H: -2.0020 -0.7331 -5.4753
H: -3.5965 -1.1121 -5.7215
H: -2.7890 2.5185 -3.8966
H: -1.4339 1.4604 -4.2911
H: -1.5133 1.5055 -1.9620
H: -2.1451 -0.0884 -2.3795
H: -4.2570 1.1735 -2.2135
H: -2.8027 1.3013 0.3296
H: -3.5522 -0.1482 -0.5480
H: -5.1005 2.3339 0.3162
H: -5.0355 0.8764 1.2528
H: -7.8616 0.1563 -0.9155
H: -7.6087 1.7320 -0.1594
H: -7.3209 0.4271 0.8554
C: 1.9412 0.7417 -4.8038
O: 3.3373 0.7288 -4.5432
C: 3.6596 0.3389 -3.2416
C: 5.1594 0.6104 -2.9365
N: 5.9763 -0.1495 -3.8806
C: 7.4325 0.2156 -3.9575
C: 8.2170 -0.4644 -2.8236
O: 7.9295 0.0932 -1.5628
C: 8.4091 1.4505 -1.3670
H: 1.3174 0.8573 -3.9166
H: 1.6331 -0.1656 -5.3470
H: 1.7605 1.5922 -5.4384
H: 3.4515 -0.7708 -3.0682
H: 3.0205 0.9548 -2.5516
H: 5.4222 0.4396 -1.8971
H: 5.3964 1.6605 -3.1509
H: 5.5647 -0.1581 -4.7733
H: 7.4883 1.3397 -3.9371
H: 7.9446 -0.0893 -4.8925
H: 9.2976 -0.4219 -3.0368
H: 7.9164 -1.5276 -2.6821
H: 9.3391 1.6315 -1.8968
H: 8.5200 1.5732 -0.3080
H: 7.6461 2.1769 -1.6106
C: 2.3136 6.8438 5.0156
O: 3.4826 7.4162 4.4083
C: 3.3023 7.7210 3.0365
C: 4.5300 8.2606 2.2299
N: 5.6279 7.3053 1.8993
C: 6.1746 6.6668 3.0958
C: 7.0856 5.5767 2.5828
O: 6.3244 4.5773 1.8638
C: 7.0056 3.5789 1.1835
H: 2.6737 6.4406 5.8699
H: 1.9626 5.9854 4.4100
H: 1.5986 7.6735 5.2570
H: 2.5465 8.5139 2.9336
H: 2.9230 6.8345 2.4773
H: 5.0507 9.1501 2.6164
H: 4.1479 8.4868 1.2361
H: 5.3328 6.5786 1.2544
H: 5.4291 6.2859 3.7986
H: 6.6885 7.3235 3.7413
H: 7.6334 5.1320 3.4227
H: 7.9243 6.0516 2.0191
H: 7.6374 3.0159 1.9155
H: 7.6846 3.8868 0.3328
H: 6.2700 2.8749 0.7659
C: 0.2182 -15.5700 -0.5153
O: -0.3642 -14.3845 0.0622
C: -1.3688 -14.7532 1.0328
C: -2.1452 -13.4799 1.4516
N: -2.5927 -12.6815 0.2866
C: -3.0526 -11.3759 0.6864
C: -3.6674 -10.5694 -0.4541
O: -4.6207 -9.6593 0.1241
C: -5.2732 -9.0463 -0.9432
H: 1.1508 -15.3335 -1.0568
H: -0.4133 -16.1874 -1.2047
H: 0.5327 -16.2825 0.3307
H: -0.8953 -15.2148 1.8871
H: -2.0491 -15.4754 0.6054
H: -1.5881 -12.8315 2.1395
H: -3.0147 -13.8598 2.0217
H: -1.9151 -12.7951 -0.4685
H: -2.3621 -10.7804 1.3207
H: -3.8313 -11.4464 1.4650
H: -4.1328 -11.1567 -1.1777
H: -2.8568 -9.9875 -0.9245
H: -5.8451 -9.6994 -1.6433
H: -4.5594 -8.5303 -1.5303
H: -5.9868 -8.4012 -0.5805
C: -1.2118 -2.9851 -2.2593
O: -0.5787 -2.0053 -1.4402
C: 0.8354 -1.9950 -1.4822
C: 1.4171 -1.4596 -0.1744
N: 1.2002 -0.1225 0.1101
C: -0.0446 0.1919 0.8784
C: -0.1296 1.6433 1.1605
O: 0.9766 2.0120 1.9403
C: 0.9504 3.2374 2.5888
H: -0.7308 -4.0004 -2.1695
H: -1.0417 -2.6808 -3.2973
H: -2.2846 -3.0288 -2.0590
H: 1.1607 -1.2941 -2.2504
H: 1.2789 -2.9449 -1.6877
H: 2.4976 -1.5859 -0.0620
H: 1.0275 -2.1744 0.5826
H: 1.9873 0.3066 0.5614
H: -0.1359 -0.3293 1.8421
H: -0.9470 -0.1370 0.3557
H: -1.0853 1.7566 1.6626
H: -0.0722 2.1591 0.2044
H: 1.1502 4.0781 1.9172
H: 1.7539 3.2029 3.3142
H: -0.0281 3.3477 3.0836
C: 4.0720 1.0893 2.6302
O: 4.1496 -0.0475 1.8043
C: 5.4927 -0.4480 1.5435
C: 5.3875 -1.5654 0.4363
N: 4.6229 -2.6992 0.8348
C: 4.4542 -3.6699 -0.1804
C: 3.5848 -4.8542 0.2052
O: 2.2964 -4.3411 0.4758
C: 1.4739 -5.4215 0.8595
H: 3.0323 1.3773 2.5953
H: 4.6760 1.9822 2.3067
H: 4.3895 0.8572 3.6772
H: 5.9269 -0.8241 2.4892
H: 6.1421 0.3426 1.1196
H: 6.4122 -1.8844 0.2099
H: 5.0500 -1.1913 -0.5821
H: 3.7454 -2.3811 1.1530
H: 5.4040 -3.9545 -0.4233
H: 4.1567 -3.2387 -1.1760
H: 4.0099 -5.3287 1.1317
H: 3.6486 -5.6515 -0.5799
H: 1.3839 -6.1099 0.0275
H: 0.5004 -5.0382 1.1184
H: 1.8717 -5.8884 1.7713

Output
Highest occupied orbital energy (eV): -8.202
Frontier orbital gap (hartree): 0.3201
Lowest unoccupied orbital energy (hartree): 0.0187
Molar mass (g mol⁻¹): 1494.18